58
Properties=species:S:1:pos:R:3:forces:R:3:nbo_charge:R:1 method="wB97M-V/def2-TZVPD" charge=+1 fmax_ev_per_a=3.10 e_tot_ha=-2449.235173 e_above_lowest_kj_mol=0.0
C -0.1675 -1.2361 -0.3524 0.51 -0.14 0.91 -0.295
C 0.3311 -1.0682 -1.6663 0.73 0.18 -0.18 -0.257
C 1.6562 -0.6089 -1.6002 -0.52 -0.44 0.02 -0.312
H -0.2120 -1.2790 -2.5915 0.18 0.20 0.39 0.235
C 2.0259 -0.5356 -0.2032 -0.11 1.24 -0.33 -0.422
C 0.8445 -0.8733 0.5679 -0.73 -1.09 -0.57 -0.332
H 0.8317 -1.0283 1.6469 -0.05 0.10 -0.35 0.231
H -1.1516 -1.6334 -0.0808 0.42 0.37 -0.14 0.230
H 2.3319 -0.4367 -2.4415 -0.30 -0.06 0.34 0.231
H 3.0441 -0.5088 0.1790 -0.33 -0.20 -0.16 0.245
Bi 1.2919 1.8011 0.2518 0.17 -0.40 -1.58 1.096
C -1.3931 1.8223 -1.3039 -1.20 -0.41 -0.78 -1.123
H -1.0092 0.9624 -0.7359 -0.21 0.37 -0.45 0.241
H -1.9336 2.5044 -0.6412 0.01 0.08 0.04 0.221
H -0.6224 2.3763 -1.8471 0.07 -0.09 0.08 0.222
Si -2.7485 1.0459 -2.6274 1.82 1.29 1.20 1.312
C -4.3884 1.9171 -2.3992 -0.77 -0.83 0.16 -0.425
C -5.5663 1.1337 -2.3936 -0.14 0.27 0.26 -0.223
H -5.5250 0.0952 -2.7531 -0.08 0.46 0.30 0.214
C -6.7811 1.6486 -1.9191 0.24 -0.12 -0.10 -0.214
H -7.6448 0.9828 -1.8598 0.19 0.30 -0.10 0.222
C -6.8695 2.9769 -1.4910 0.50 -0.15 -0.02 -0.190
H -7.8057 3.3731 -1.0839 0.40 -0.14 -0.23 0.224
C -5.7255 3.7830 -1.5745 0.03 0.07 -0.18 -0.213
H -5.7772 4.8310 -1.2612 0.01 -0.39 -0.18 0.221
C -4.5073 3.2691 -2.0456 -0.13 -0.04 0.24 -0.234
H -3.6341 3.9230 -2.1288 -0.28 -0.14 0.21 0.213
C -1.9921 1.1149 -4.3309 0.25 -0.10 -0.38 -0.544
C -2.8407 0.7815 -5.4056 0.46 -0.30 -0.04 -0.128
H -3.9214 0.7995 -5.2592 0.23 -0.17 -0.03 0.212
C -2.3145 0.3945 -6.6433 -0.03 0.22 -0.02 -0.233
H -2.9955 0.0707 -7.4304 0.20 0.14 0.14 0.223
C -0.9356 0.4163 -6.8669 -0.14 -0.05 0.38 -0.188
H -0.5220 0.0793 -7.8242 -0.18 0.19 0.43 0.225
C -0.0918 0.8708 -5.8458 -0.07 0.30 0.17 -0.222
H 0.9850 0.9271 -6.0158 -0.31 0.04 0.01 0.216
C -0.6091 1.2544 -4.5991 -0.36 -0.41 -0.34 -0.186
H 0.0678 1.6577 -3.8410 -0.18 -0.39 -0.14 0.205
H -3.0117 -0.6033 -2.3570 0.57 1.12 0.57 0.076
H -3.5153 -0.3728 -3.0501 -1.52 -1.04 -1.54 -0.098
N 4.9004 1.3128 -0.1402 0.40 0.14 -0.21 -0.780
C 4.5183 1.3587 1.1438 -1.28 -0.10 0.60 0.283
N 3.2673 1.5850 1.5674 1.47 -0.27 0.53 -0.609
C 3.1409 1.3826 2.9493 2.90 -0.52 -0.96 0.105
C 4.3244 1.0060 3.5383 -1.37 0.37 0.20 -0.405
S 5.6242 0.9124 2.4010 -0.62 0.22 0.26 0.461
C 1.8148 1.3992 3.4599 -2.58 -0.52 1.41 0.102
C 1.3448 1.0663 4.7086 1.11 0.37 -1.07 -0.416
S -0.3811 0.9954 4.7432 0.41 0.10 -0.08 0.468
C -0.4187 1.4020 3.0647 1.12 0.00 -0.68 0.285
N 0.7903 1.5877 2.5224 -0.40 0.22 1.74 -0.619
N -1.5608 1.4371 2.3680 -0.62 0.14 0.16 -0.776
H 5.8791 1.1265 -0.3304 -0.45 0.16 -0.19 0.421
H 4.3000 1.6361 -0.8901 0.14 -0.03 0.29 0.430
H 4.4123 0.7606 4.5878 0.38 0.01 -0.18 0.257
H 1.9982 0.8391 5.5378 -0.42 -0.02 0.20 0.260
H -2.4337 1.3074 2.8697 0.29 0.09 -0.39 0.421
H -1.6009 1.7382 1.3967 0.14 -0.16 0.39 0.434

---

87
Properties=species:S:1:pos:R:3:forces:R:3:mulliken_charge:R:1 method="wB97M-V/def2-TZVPD" fmax_ev_per_a=1.70 smiles="O=[SH](=O)Cc1nnc([PH2]=S)nn1.O=C1OC[C@@H](F)O1.O=C1OC[C@@H](F)O1.O=C1OC[C@@H](F)O1.O=C1OC[C@@H](F)O1.O=C1OC[C@@H](F)O1.O=C1OC[C@@H](F)O1.O=C1OC[C@@H](F)O1" e_tot_ha=-4716.462676
O -1.2481 -0.9815 2.3571 -0.15 0.61 -0.03 -0.577
S -0.1016 -1.3053 3.1465 -0.18 -0.56 -0.17 0.876
O -0.1272 -2.4896 3.9514 -0.01 -0.39 0.35 -0.653
C 1.2827 -1.4828 2.0374 0.22 0.80 0.08 -0.272
C 1.8348 -0.1836 1.5177 -0.24 -0.11 0.01 0.271
N 2.8424 -0.2709 0.6559 0.26 0.30 -0.23 -0.532
N 3.3033 0.8566 0.1602 -0.07 -0.55 0.13 -0.064
C 2.7143 1.9842 0.5482 0.44 0.16 -0.17 0.548
P 3.2725 3.5473 -0.2517 -0.86 1.33 -0.62 0.384
S 1.8192 4.7340 -0.7427 0.00 -0.23 0.29 -0.309
N 1.7499 2.0764 1.4517 -0.22 -0.36 0.36 -0.339
N 1.2982 0.9488 1.9581 0.14 0.40 -0.01 -0.139
H 0.1870 -0.2902 3.9865 0.16 0.23 -0.23 0.137
H 2.0587 -2.0464 2.5414 0.08 -0.22 0.02 0.484
H 0.8707 -2.0432 1.2031 -0.08 -0.37 -0.04 0.128
H 4.0038 3.1734 -1.3779 0.23 -0.56 0.36 0.015
H 4.1987 4.1263 0.6288 0.17 -0.41 0.19 0.049
C -3.1714 -1.8481 -0.1757 0.11 0.05 -0.15 1.233
C -2.8426 -1.1559 -1.4851 -0.23 -0.24 0.08 0.125
O -4.0581 -1.2949 -2.2187 0.20 0.34 0.27 -0.311
C -5.0686 -1.3869 -1.3109 -0.01 -0.25 -0.16 0.768
O -6.2234 -1.3342 -1.5751 -0.08 0.13 -0.14 -0.520
O -4.5815 -1.6049 -0.0758 0.01 0.15 0.07 -0.384
F -1.8474 -1.7837 -2.1649 -0.01 0.06 -0.04 -0.221
H -2.9989 -2.9241 -0.2335 -0.01 0.27 -0.24 -0.685
H -2.6481 -1.4548 0.6878 -0.16 0.12 -0.05 -0.145
H -2.5941 -0.0980 -1.3965 0.09 0.00 -0.08 0.313
C -6.6528 -4.1996 -0.4066 -0.41 0.04 -0.35 0.031
C -5.7141 -5.3667 -0.2914 0.22 0.33 0.15 0.077
O -5.6786 -5.5639 1.1023 -0.26 -0.57 0.09 -0.336
C -6.8838 -5.1513 1.6185 0.14 0.63 -0.12 0.615
O -7.2451 -5.3758 2.7198 -0.04 -0.14 0.14 -0.497
O -7.5410 -4.4023 0.7041 0.23 -0.33 -0.03 -0.378
F -4.4604 -5.0166 -0.7055 0.01 -0.11 0.01 -0.112
H -6.1061 -3.2756 -0.2664 -0.01 0.02 0.10 -0.070
H -7.1975 -4.1632 -1.3450 -0.20 -0.01 0.12 0.338
H -6.0137 -6.2821 -0.8023 0.14 -0.02 -0.03 0.193
C -0.0303 7.9277 -4.7509 -0.10 0.05 -0.07 -0.421
C 0.7397 6.6436 -4.5251 0.14 0.09 0.15 0.260
O 0.6744 6.4925 -3.1218 -0.27 -0.04 -0.20 -0.189
C -0.4605 7.1132 -2.6862 0.12 0.08 -0.12 0.582
O -0.9434 6.9726 -1.6192 -0.03 0.01 0.19 -0.464
O -0.9624 7.9077 -3.6673 0.07 -0.01 -0.08 -0.346
F 2.0355 6.7509 -4.9089 -0.02 0.02 0.06 -0.276
H 0.6245 8.7948 -4.6563 0.10 -0.05 0.00 0.275
H -0.5510 7.9633 -5.7035 -0.14 -0.03 0.08 0.267
H 0.3050 5.7627 -5.0004 0.10 -0.03 -0.07 0.272
C 8.6852 2.8121 -1.7765 0.08 -0.08 -0.04 -0.452
C 7.9095 3.1015 -0.5104 -0.03 0.32 0.05 0.306
O 6.6542 3.5467 -1.0160 0.08 -0.47 -0.11 -0.271
C 6.4805 2.9474 -2.2335 0.14 0.03 -0.03 0.668
O 5.4498 2.8739 -2.8116 -0.06 0.11 -0.13 -0.537
O 7.6414 2.4292 -2.6775 0.12 0.01 0.06 -0.335
F 8.4702 4.0916 0.2163 -0.04 0.03 -0.03 -0.274
H 9.1790 3.7111 -2.1461 -0.03 0.07 0.08 0.288
H 9.4103 2.0112 -1.6709 -0.11 -0.11 -0.07 0.273
H 7.7472 2.2370 0.1350 0.03 0.04 0.07 0.297
C -2.2224 -4.9005 -2.7466 -0.10 0.16 0.04 0.480
C -0.7812 -4.9369 -3.2058 -0.06 -0.16 0.04 0.432
O -0.7727 -6.0510 -4.0820 0.01 0.21 -0.16 -0.356
C -2.0307 -6.1978 -4.5894 0.00 0.07 0.23 0.583
O -2.3113 -6.8728 -5.5166 -0.03 -0.17 -0.13 -0.508
O -2.9079 -5.4473 -3.8797 0.06 0.01 0.07 -0.342
F 0.0825 -5.1603 -2.1881 -0.01 -0.08 -0.01 -0.285
H -2.3786 -5.5420 -1.8811 0.15 -0.06 0.04 0.077
H -2.5800 -3.8986 -2.5292 -0.06 -0.11 -0.20 -0.406
H -0.4571 -4.0497 -3.7524 0.07 0.03 0.07 0.301
C 2.7781 4.9353 5.1535 -0.01 -0.06 0.11 -0.424
C 2.6122 4.7150 3.6649 0.02 0.26 -0.03 0.495
O 3.9264 4.9681 3.1787 -0.10 -0.35 0.07 -0.276
C 4.8031 4.6761 4.1831 -0.12 0.11 -0.02 0.639
O 5.9674 4.5350 4.0395 0.18 0.00 -0.04 -0.508
O 4.1444 4.5556 5.3588 -0.12 0.02 0.00 -0.328
F 1.7530 5.5908 3.1087 0.06 0.05 0.01 -0.301
H 2.6453 5.9864 5.4108 -0.02 0.04 -0.09 0.281
H 2.1174 4.3230 5.7602 0.13 -0.10 0.04 0.291
H 2.3137 3.7036 3.3854 -0.09 0.03 -0.08 0.125
C -3.5518 -4.1276 3.2416 -0.18 0.14 0.14 -0.403
C -2.3511 -4.8628 3.7957 0.04 -0.02 -0.06 0.304
O -1.5273 -4.9958 2.6433 0.13 0.36 -0.11 -0.384
C -1.8245 -3.9777 1.7907 -0.41 -0.58 0.79 0.709
O -1.1811 -3.6702 0.8436 0.51 -0.03 -0.29 -0.460
O -2.9678 -3.3723 2.1696 -0.05 -0.20 0.08 -0.099
F -2.6643 -6.0920 4.2651 -0.02 -0.03 -0.14 -0.319
H -4.2944 -4.8105 2.8356 0.08 -0.18 0.04 0.109
H -4.0296 -3.4632 3.9557 0.13 0.16 -0.06 0.324
H -1.8006 -4.3217 4.5661 0.02 -0.07 -0.02 0.283

---

68
Properties=species:S:1:pos:R:3:forces:R:3:nbo_charge:R:1 method="wB97M-V/def2-TZVPD" fmax_ev_per_a=8.75 e_tot_ha=-3347.858692 multiplicity=2 e_above_lowest_kj_mol=916.3
C -3.0110 -0.3231 -4.3003 0.23 0.41 0.37 -0.625
C -1.9645 -0.4964 -3.0063 -2.65 0.84 -1.03 0.118
C -2.5938 -1.6931 -2.0834 0.69 -0.16 0.47 -0.658
C -1.8905 0.9764 -2.2945 0.39 -0.06 -0.70 -0.466
C -0.7371 0.9961 -1.1332 0.39 -0.04 -0.18 -0.444
P 0.1360 2.7324 -1.2706 1.20 0.37 0.41 0.817
S 1.9093 2.6440 -2.0670 -0.12 -0.18 -0.10 -0.584
S -1.6844 1.0768 0.5248 -8.06 2.87 -1.80 1.854
O -2.1007 2.5808 0.6907 2.88 -4.66 0.00 -0.866
O -3.0349 0.2823 0.4572 5.56 1.61 0.56 -0.834
C -0.7146 0.3873 1.9704 1.82 -3.18 1.82 0.431
F -1.0241 -1.0907 2.0165 1.22 4.68 -0.39 -0.309
F 0.7556 0.5364 1.8728 -4.47 -0.34 0.12 -0.313
C -1.1850 0.9922 3.4231 -2.01 -0.79 2.04 0.588
F -2.5612 1.5406 3.4560 4.59 -1.97 -0.49 -0.287
F -1.1888 -0.1795 4.3767 0.20 3.95 -2.98 -0.318
C -0.1783 2.1399 4.0435 0.18 1.54 2.30 0.941
F 0.2487 3.1751 3.0728 -1.21 -4.02 3.40 -0.302
F 0.9328 1.4171 4.7122 -3.54 3.03 -2.62 -0.302
F -0.9545 2.8721 5.1100 2.95 -2.58 -3.70 -0.312
C 0.3344 -0.2350 -1.1749 -0.04 -0.74 0.77 -0.495
C 0.4696 -1.0297 -2.5918 2.93 -1.06 -0.01 0.127
C 1.9063 -0.6140 -3.3417 -1.17 0.90 -0.81 -0.640
C 0.6646 -2.6456 -2.2060 0.81 0.46 0.46 -0.648
N -0.6114 -0.7773 -3.6086 -0.98 -2.94 0.49 -0.070
O -0.6480 -1.7016 -4.5860 0.32 2.36 2.08 -0.333
H -3.8637 0.4499 -3.9942 1.73 -1.84 -0.62 0.212
H -2.4016 0.1449 -5.1858 -1.29 -1.04 1.63 0.236
H -3.4765 -1.3722 -4.6078 1.10 2.43 0.65 0.242
H -2.1122 -1.7030 -0.9910 -1.36 0.12 -2.35 0.221
H -2.3185 -2.7253 -2.5608 -0.62 2.02 0.66 0.239
H -3.7732 -1.5822 -2.0386 2.65 -0.12 0.07 0.247
H -1.5257 1.7363 -3.1399 -0.65 -1.67 1.75 0.247
H -2.9264 1.3999 -1.9243 2.13 -1.17 -0.53 0.287
H -0.6726 3.5940 -2.0973 -0.17 -0.67 0.99 0.027
H 0.3175 3.3318 0.0580 -0.88 -0.62 -1.10 0.039
H -0.0249 -1.0303 -0.3634 0.63 1.66 -1.75 0.246
H 1.4375 0.0712 -0.8363 -2.64 -0.28 -0.82 0.289
H 2.2596 -1.4752 -4.0601 -0.59 1.65 1.75 0.243
H 1.6249 0.3036 -4.0516 0.75 -1.89 1.56 0.222
H 2.7208 -0.2385 -2.5904 -1.65 -1.13 -1.50 0.238
H 1.6902 -2.6841 -1.6043 -2.16 0.10 -1.19 0.224
H 0.8300 -3.3136 -3.1604 -0.67 1.50 1.92 0.254
H -0.1718 -3.0409 -1.4818 1.53 0.70 -1.65 0.216
C -4.9465 -1.8951 8.0344 0.15 -0.37 0.30 -0.225
C -4.0083 -2.7706 8.4083 -0.45 0.20 0.05 -0.232
C -2.7068 -2.8412 7.7153 0.67 -0.60 0.23 0.480
O -1.8482 -3.6435 8.0555 -0.57 0.52 -0.21 -0.490
C -2.4817 -1.9065 6.5949 -0.17 0.35 -0.27 -0.238
C -3.4199 -1.0311 6.2210 0.38 -0.16 -0.05 -0.217
C -4.7214 -0.9604 6.9140 -0.65 0.61 -0.27 0.466
O -5.5800 -0.1581 6.5737 0.57 -0.54 0.24 -0.485
H -5.9067 -1.8307 8.5315 0.01 0.03 -0.03 0.233
H -4.1579 -3.4623 9.2286 0.04 0.01 -0.03 0.233
H -1.5215 -1.9709 6.0978 -0.02 -0.03 0.04 0.235
H -3.2703 -0.3393 5.4007 -0.09 -0.06 0.10 0.236
C 4.8938 1.4642 -3.9676 0.00 0.44 -0.14 -0.240
C 5.5691 2.5963 -4.1882 -0.40 -0.26 0.01 -0.213
C 7.0321 2.6640 -4.0033 0.45 0.84 -0.16 0.466
O 7.6508 3.7003 -4.2031 -0.40 -0.71 0.14 -0.484
C 7.7198 1.4325 -3.5670 0.00 -0.48 0.13 -0.223
C 7.0445 0.3004 -3.3464 0.42 0.25 0.00 -0.232
C 5.5815 0.2327 -3.5313 -0.39 -0.68 0.12 0.484
O 4.9628 -0.8036 -3.3316 0.55 0.60 -0.12 -0.499
H 3.8205 1.3976 -4.0978 0.01 -0.01 0.01 0.241
H 5.0793 3.5078 -4.5093 0.04 -0.01 0.02 0.235
H 8.7930 1.4990 -3.4368 -0.03 0.04 -0.01 0.234
H 7.5343 -0.6111 -3.0253 -0.05 0.01 -0.01 0.233